Record 1
The following is a quantum chemistry calculation of a molecular structure, C11H15BBeN6O2, from the Open Molecules 2025 dataset.

XYZ file:
```
36
Properties=species:S:1:pos:R:3:mulliken_charge:R:1
H 0.917 3.068 0.335 0.42
N 0.536 1.593 -1.163 0.31
B 0.145 0.348 -3.325 0.07
N 0.484 1.634 -2.534 0.19
C 0.861 2.847 -2.952 -0.07
Be 0.574 0.167 -0.339 -0.54
H 0.959 3.036 -4.007 0.46
C 1.090 3.647 -1.832 -1.09
H 1.414 4.671 -1.818 0.39
C 0.848 2.834 -0.721 0.01
H 0.220 0.480 -4.501 -0.10
C -0.721 -1.387 1.070 -0.78
H -0.719 -1.397 2.168 0.38
H 0.123 -1.953 0.642 0.14
H -1.674 -1.780 0.708 0.30
N -1.278 -0.051 -2.857 0.02
N 1.109 -0.748 -2.775 0.11
N -1.519 -0.184 -1.515 -0.14
N 1.231 -0.935 -1.410 0.25
C -2.416 -0.255 -3.545 -0.17
C 1.979 -1.549 -3.404 -0.05
H -2.425 -0.166 -4.612 0.46
H 2.074 -1.484 -4.477 0.45
C -3.419 -0.556 -2.636 -1.14
C 2.636 -2.328 -2.447 -1.17
C -2.809 -0.515 -1.370 -0.10
C 2.123 -1.934 -1.206 0.06
H -4.447 -0.776 -2.834 0.40
H 3.397 -3.068 -2.611 0.40
H -3.241 -0.727 -0.394 0.47
H 2.336 -2.295 -0.199 0.44
H -0.668 -0.328 0.733 0.12
O 2.407 0.770 2.922 -0.57
C 1.474 0.571 2.154 0.30
O 1.543 0.415 0.856 -0.47
H 0.412 0.500 2.530 0.23
```

Gap between HOMO and LUMO = 9.8042 eV
HOMO = -9.202 eV

***

Record 2
The following is a quantum chemistry calculation of a molecular structure, C27H40BrCl14NO4PS, from the Open Molecules 2025 dataset.

XYZ file:
```
89
Properties=species:S:1:pos:R:3:mulliken_charge:R:1
C 1.998 -3.087 6.687 -0.79
C 1.500 -2.535 5.468 -0.19
N 1.181 -1.900 4.097 0.65
C 0.916 -0.394 4.182 -0.77
C 0.579 0.526 2.824 -0.03
P 0.331 2.372 3.234 0.35
O 1.824 3.294 2.986 -0.37
O -0.101 2.594 4.920 -0.39
C 0.522 -0.205 1.362 0.63
C 0.170 0.665 0.017 0.48
C -0.183 2.250 -0.097 -0.53
C -1.736 2.558 0.443 -0.31
C -2.894 1.954 -0.573 -0.44
Br -3.898 3.427 -1.560 -0.16
C 0.129 -0.175 -1.419 -0.04
S -0.327 0.610 -3.101 0.11
C 0.480 -1.772 -1.478 -0.74
O 0.427 -2.446 -2.820 -0.37
C 1.709 -2.278 -3.529 -0.06
C 1.485 -2.507 -5.165 -0.97
C 0.852 -2.624 -0.085 0.64
C 1.197 -4.193 -0.379 -0.70
C -0.151 -5.184 -0.411 -0.05
C -1.455 -4.381 0.262 -0.80
O 0.084 -6.481 0.258 -0.54
C 0.842 -1.852 1.368 0.07
C 1.142 -2.698 2.781 0.24
C 1.396 -4.293 2.912 -0.68
H 2.490 -3.665 7.578 0.40
H 0.939 0.128 5.257 0.25
H 2.323 2.900 2.189 0.20
H 0.723 2.650 5.490 0.33
H 0.624 2.933 0.460 0.25
H -0.180 2.695 -1.199 -0.01
H -1.874 3.744 0.454 0.47
H -1.953 2.080 1.496 0.07
H -3.727 1.450 0.117 0.35
H -2.516 1.106 -1.284 0.18
H 0.581 1.712 -3.214 0.11
H 2.057 -1.144 -3.427 0.24
H 2.545 -3.023 -3.123 0.26
H 0.770 -1.661 -5.609 0.20
H 2.515 -2.512 -5.758 0.33
H 0.919 -3.534 -5.373 0.27
H 2.072 -4.648 0.282 0.35
H 1.633 -4.296 -1.488 0.22
H -0.490 -5.408 -1.531 0.30
H -2.374 -5.141 0.235 0.38
H -1.246 -4.002 1.349 0.08
H -1.779 -3.495 -0.469 0.21
H 1.065 -6.680 0.102 0.39
H 0.560 -4.829 2.246 0.13
H 1.294 -4.784 3.958 0.40
H 2.437 -4.601 2.434 0.14
C -0.889 4.371 -4.637 0.42
Cl 0.765 4.014 -4.123 -0.17
Cl -1.328 6.039 -4.251 -0.16
H -0.965 4.223 -5.717 0.22
H -1.575 3.694 -4.122 -0.26
C -3.930 2.721 -6.411 0.24
Cl -2.761 2.587 -7.731 -0.18
Cl -3.330 1.934 -4.947 -0.09
H -4.107 3.779 -6.200 0.31
H -4.865 2.244 -6.714 -0.27
C -7.896 2.341 -8.165 -0.26
Cl -6.727 2.207 -9.484 -0.14
Cl -7.296 1.554 -6.701 -0.15
H -8.074 3.398 -7.953 0.26
H -8.831 1.863 -8.468 0.29
C -2.222 -1.753 5.666 -0.43
Cl -1.932 -3.487 5.854 -0.14
Cl -1.286 -1.095 4.318 0.10
H -3.285 -1.589 5.474 0.35
H -1.929 -1.241 6.585 0.28
C 4.794 -1.845 1.473 -0.28
Cl 3.205 -1.997 0.714 0.11
Cl 6.048 -1.533 0.266 -0.16
H 4.770 -1.015 2.184 0.09
H 5.028 -2.774 1.998 0.31
C 6.386 2.308 1.950 -0.36
Cl 6.493 0.904 3.019 -0.14
Cl 4.705 2.666 1.537 -0.12
H 6.820 3.174 2.456 0.34
H 6.942 2.100 1.033 0.28
C -0.122 6.212 5.466 -0.37
Cl 1.289 7.236 5.172 -0.15
Cl -0.307 5.003 4.189 -0.05
H 0.002 5.702 6.424 0.23
H -1.016 6.839 5.494 0.30
```

Total charge = +1
Gap between HOMO and LUMO = 5.7236 eV
HOMO = -10.613 eV

***

Record 3
The following is a quantum chemistry calculation of a molecular structure, C33H74FeO4P2, from the Open Molecules 2025 dataset.

XYZ file:
```
114
Properties=species:S:1:pos:R:3:lowdin_spin:R:1
Fe -0.954 2.839 1.349 3.66
O 0.213 1.805 0.518 0.27
H 0.642 1.332 -0.204 0.02
C -6.211 -6.719 -1.077 0.00
C -5.208 -6.654 0.070 0.00
C -4.229 -5.500 -0.030 0.00
C -3.329 -5.438 1.216 0.00
P -2.702 -3.838 1.748 0.00
C -1.462 -3.174 0.617 0.00
C -1.906 -2.983 -0.831 0.00
C -1.116 -1.900 -1.545 0.00
C -1.657 -1.648 -2.957 0.00
C -4.082 -2.659 1.836 0.00
C -5.350 -3.229 2.442 0.00
C -6.563 -2.323 2.204 0.00
C -7.240 -2.504 0.852 0.00
C -2.002 -4.027 3.394 0.00
C -2.042 -2.842 4.354 0.00
C -1.122 -1.682 3.954 0.00
C 0.357 -2.055 4.001 0.00
H -7.057 -6.034 -0.969 0.00
H -6.634 -7.716 -1.155 0.00
H -5.730 -6.416 -2.009 0.00
H -4.674 -7.612 0.072 0.00
H -5.666 -6.654 1.065 0.00
H -4.846 -4.594 -0.073 0.00
H -3.607 -5.515 -0.924 0.00
H -2.454 -6.099 1.240 0.00
H -3.918 -5.764 2.084 0.00
H -0.613 -3.856 0.753 0.00
H -1.121 -2.206 0.998 0.00
H -2.970 -2.720 -0.880 0.00
H -1.857 -3.922 -1.389 0.00
H -0.056 -2.162 -1.578 0.00
H -1.281 -0.959 -1.000 0.00
H -2.732 -1.456 -2.909 0.00
H -1.526 -2.508 -3.615 0.00
H -1.171 -0.794 -3.426 0.00
H -4.301 -2.271 0.834 0.00
H -3.682 -1.823 2.414 0.00
H -5.216 -3.379 3.518 0.00
H -5.574 -4.227 2.061 0.00
H -6.248 -1.269 2.303 0.00
H -7.289 -2.400 3.014 0.00
H -6.537 -2.417 0.010 0.00
H -7.948 -1.691 0.690 0.00
H -7.728 -3.468 0.728 0.00
H -1.015 -4.493 3.272 0.00
H -2.509 -4.867 3.888 0.00
H -1.737 -3.227 5.324 0.00
H -3.053 -2.435 4.367 0.00
H -1.310 -0.862 4.651 0.00
H -1.344 -1.336 2.939 0.00
H 1.009 -1.183 4.032 0.00
H 0.625 -2.551 3.060 0.00
H 0.575 -2.733 4.823 0.00
C 3.522 -1.680 -2.720 0.00
C 3.374 -1.247 -1.268 0.00
C 2.977 0.236 -1.126 0.00
C 4.039 1.182 -1.685 0.00
P 3.619 2.895 -1.304 0.00
C 2.056 3.478 -1.971 0.00
C 1.902 3.433 -3.492 0.00
C 0.822 4.386 -4.015 0.00
C 0.933 5.835 -3.520 0.00
C 4.933 3.963 -1.930 0.00
C 4.703 5.465 -1.717 0.00
C 5.874 6.283 -2.307 0.00
C 5.669 7.768 -2.144 0.00
C 3.632 3.035 0.493 0.00
C 4.853 2.423 1.179 0.00
C 4.926 2.738 2.676 0.00
C 4.817 4.208 3.037 0.00
H 2.739 -1.273 -3.372 0.00
H 3.470 -2.760 -2.836 0.00
H 4.459 -1.308 -3.135 0.00
H 4.351 -1.374 -0.794 0.00
H 2.649 -1.875 -0.748 0.00
H 2.795 0.382 -0.055 0.00
H 2.019 0.357 -1.654 0.00
H 4.047 1.075 -2.772 0.00
H 5.016 0.937 -1.268 0.00
H 2.048 4.502 -1.577 0.00
H 1.223 3.000 -1.444 0.00
H 1.715 2.407 -3.811 0.00
H 2.841 3.770 -3.945 0.00
H -0.172 4.020 -3.727 0.00
H 0.842 4.364 -5.104 0.00
H 1.905 6.271 -3.758 0.00
H 0.694 5.951 -2.463 0.00
H 0.206 6.427 -4.077 0.00
H 4.923 3.756 -3.010 0.00
H 5.884 3.625 -1.520 0.00
H 4.731 5.607 -0.630 0.00
H 3.779 5.863 -2.135 0.00
H 5.923 6.032 -3.372 0.00
H 6.796 5.916 -1.853 0.00
H 6.606 8.299 -2.329 0.00
H 5.407 8.062 -1.124 0.00
H 4.949 8.192 -2.843 0.00
H 2.699 2.593 0.865 0.00
H 3.501 4.097 0.729 0.00
H 5.792 2.719 0.709 0.00
H 4.748 1.337 1.098 0.00
H 5.903 2.375 3.005 0.00
H 4.181 2.178 3.248 0.00
H 3.834 4.597 2.743 0.00
H 5.646 4.810 2.669 0.00
H 4.780 4.376 4.116 0.00
O -4.293 0.538 2.413 0.05
C -3.378 0.820 1.507 0.04
O -3.596 0.464 0.292 0.78
O -2.314 1.382 1.758 0.18
H -4.842 -0.090 1.892 0.00
```

Total charge = +3
Expectation value of S² = 8.763
2S+1 = 6
Gap between HOMO and LUMO (alpha / beta) = 7.3947 / 4.5408 eV
HOMO (alpha / beta) = -17.022 / -17.022 eV

***

Record 4
The following is a quantum chemistry calculation of C5H8N2 in the gas phase, from the Open Molecules 2025 dataset.

XYZ file:
```
15
Properties=species:S:1:pos:R:3:mulliken_charge:R:1
C 0.615 1.722 0.299 -0.81
N -0.095 0.566 -0.285 0.16
C -0.812 0.283 -1.439 -0.53
C -1.098 -1.067 -1.453 -0.41
C -0.543 -1.640 -0.286 -0.65
C 0.061 -0.624 0.403 0.20
N 0.763 -0.593 1.601 -0.44
H 0.616 1.606 1.386 0.32
H 1.676 1.721 0.024 0.26
H 0.174 2.687 0.061 0.33
H -1.117 1.005 -2.187 0.38
H -1.652 -1.606 -2.213 0.39
H -0.578 -2.675 0.026 0.42
H 0.264 -0.516 2.468 0.20
H 1.726 -0.869 1.624 0.18
```

Energy above the lowest of the compared OMol25 structures with the same formula, charge and spin = 18.3 kcal per mole
Gap between HOMO and LUMO = 8.8982 eV
HOMO = -7.957 eV

***

Record 5
The following is a quantum chemistry calculation of C5H12N2O in the gas phase, from the Open Molecules 2025 dataset.

XYZ file:
```
20
Properties=species:S:1:pos:R:3:mulliken_charge:R:1
C -0.765 0.839 -0.171 0.42
C -0.690 -2.540 0.893 -0.76
C -1.011 1.791 0.976 -1.48
N -0.360 -1.134 0.964 -0.34
N 1.192 -0.673 -0.319 -0.50
C 0.913 0.764 -0.517 -0.02
C 1.297 1.201 -1.819 -0.97
O -1.202 -0.478 0.071 -0.20
H -1.262 1.142 -1.089 0.34
H 2.069 -0.877 0.147 0.24
H 1.031 -1.210 -1.169 0.30
H 1.413 1.283 0.301 0.32
H -1.055 -2.891 -0.079 0.34
H 0.199 -3.119 1.147 0.27
H -1.464 -2.742 1.640 0.27
H -0.678 2.793 0.709 0.38
H -2.071 1.821 1.235 0.37
H -0.453 1.458 1.852 0.36
H 0.593 1.500 -2.581 0.29
H 2.302 1.069 -2.190 0.36
```

Energy above the lowest of the compared OMol25 structures with the same formula, charge and spin = 163.8 kcal per mole
Gap between HOMO and LUMO (alpha / beta) = 8.9981 / 6.5459 eV
HOMO (alpha / beta) = -7.917 / -6.492 eV

***

Record 6
The following is a quantum chemistry calculation of C5H7NO in the gas phase, from the Open Molecules 2025 dataset.

XYZ file:
```
14
Properties=species:S:1:pos:R:3:mulliken_charge:R:1
C 1.352 -0.323 1.272 -1.24
C 0.388 -0.016 0.197 0.31
C 0.309 -0.620 -0.999 -0.35
N -0.698 -0.095 -1.797 -0.44
C -1.669 0.234 -0.430 0.37
O -2.679 -0.284 -0.106 -0.45
C -0.639 1.090 0.269 -0.26
H 2.160 0.411 1.215 0.26
H 1.773 -1.321 1.121 0.33
H 0.917 -0.279 2.277 0.33
H 0.882 -1.501 -1.281 0.36
H -0.831 -0.662 -2.645 0.26
H -0.861 1.425 1.288 0.34
H -0.440 1.956 -0.383 0.20
```

Energy above the lowest of the compared OMol25 structures with the same formula, charge and spin = 44.4 kcal per mole
Gap between HOMO and LUMO = 8.8762 eV
HOMO = -7.957 eV

***

| no. | E (eV) |
| --- | --- |
| 1 | -25768.5079 |
| 2 | -303778.0906 |
| 3 | -96551.4965 |
| 4 | -8294.2020 |
| 5 | -10401.3205 |
| 6 | -8834.2775 |